Entry 1:
{
  "formula": "C35H35BCuN7O6",
  "method": "ωB97M-V with the def2-TZVPD basis set",
  "orbital_gap_ev": 4.52,
  "total_charge": -2,
  "e_lumo_ev": 3.671,
  "fmax_ha_per_bohr": 0.009,
  "energy_ha": -3854.9003,
  "elements": ["Cu", "C", "O", "C", "C", "C", "C", "C", "C", "N", "C", "N", "C", "C", "C", "C", "C", "C", "O", "C", "N", "C", "C", "C", "C", "C", "C", "O", "C", "H", "H", "H", "H", "H", "H", "H", "H", "H", "H", "H", "H", "H", "H", "H", "H", "H", "H", "H", "H", "H", "H", "B", "N", "C", "C", "C", "N", "N", "C", "C", "C", "N", "H", "H", "H", "H", "H", "H", "H", "H", "O", "C", "C", "C", "C", "C", "C", "C", "O", "O", "H", "H", "H", "H", "H"],
  "positions_angstrom": [[0.98, 0.87, -0.19], [-3.54, -6.09, -0.07], [-2.95, -4.87, 0.31], [-3.55, -4.15, 1.30], [-4.64, -4.58, 2.02], [-5.20, -3.76, 3.01], [-4.65, -2.50, 3.22], [-3.56, -2.06, 2.48], [-2.97, -2.88, 1.52], [-1.89, -2.55, 0.73], [-0.98, -1.48, 0.83], [-0.76, -1.04, 2.09], [0.00, 0.06, 2.60], [0.69, 0.99, 1.81], [1.31, 2.02, 2.56], [1.28, 2.12, 3.94], [0.60, 1.15, 4.69], [-0.03, 0.14, 4.00], [-0.75, -0.84, 4.70], [0.09, -1.81, 5.30], [-0.41, -1.00, -0.21], [-0.77, -1.47, -1.49], [0.21, -2.09, -2.26], [-0.07, -2.57, -3.53], [-1.35, -2.42, -4.06], [-2.31, -1.74, -3.33], [-2.03, -1.24, -2.06], [-3.04, -0.54, -1.46], [-2.74, 0.63, -0.68], [-2.95, -6.48, -0.89], [-4.58, -5.95, -0.39], [-3.53, -6.81, 0.76], [-5.07, -5.55, 1.84], [-6.05, -4.10, 3.58], [-5.08, -1.84, 3.97], [-3.18, -1.06, 2.64], [-1.80, -3.07, -0.13], [-1.15, -1.61, 2.82], [1.85, 2.79, 2.02], [1.77, 2.94, 4.45], [0.53, 1.20, 5.77], [0.75, -1.35, 6.05], [0.72, -2.31, 4.55], [-0.54, -2.54, 5.79], [1.20, -2.15, -1.84], [0.72, -3.03, -4.12], [-1.59, -2.77, -5.06], [-3.30, -1.55, -3.73], [-3.59, 1.29, -0.81], [-1.84, 1.15, -1.02], [-2.63, 0.38, 0.37], [3.61, -0.35, -2.70], [2.26, 0.36, -3.09], [1.86, 0.48, -4.37], [0.64, 1.12, -4.41], [0.36, 1.38, -3.06], [1.33, 0.91, -2.27], [4.02, -0.02, -1.25], [5.23, 0.38, -0.83], [5.22, 0.42, 0.56], [3.90, 0.03, 0.88], [3.20, -0.24, -0.21], [4.48, 0.08, -3.43], [3.48, -1.56, -2.85], [2.49, 0.10, -5.17], [0.05, 1.38, -5.27], [-0.48, 1.89, -2.61], [6.01, 0.62, -1.54], [6.01, 0.72, 1.22], [3.43, -0.02, 1.85], [0.15, 6.96, -1.40], [1.22, 6.16, -1.25], [2.50, 6.70, -1.38], [3.62, 5.90, -1.22], [3.49, 4.55, -0.92], [2.21, 4.01, -0.80], [1.07, 4.79, -0.95], [-0.31, 4.18, -0.81], [-1.28, 5.00, -0.94], [-0.41, 2.96, -0.59], [-0.63, 6.29, -1.24], [2.59, 7.76, -1.61], [4.61, 6.34, -1.33], [4.36, 3.91, -0.81], [2.08, 2.95, -0.59]]
}

***

Entry 2:
{
  "formula": "C35H35BN6O10S5TeY",
  "method": "ωB97M-V with the def2-TZVPD basis set",
  "orbital_gap_ev": 6.99,
  "total_charge": -1,
  "e_lumo_ev": 2.020,
  "fmax_ha_per_bohr": 0.055,
  "energy_ha": -4758.1165,
  "e_above_lowest_kcal_mol": 54.50,
  "elements": ["Y", "O", "S", "O", "O", "C", "C", "C", "C", "C", "C", "S", "O", "O", "O", "H", "H", "H", "H", "N", "C", "C", "C", "C", "C", "C", "C", "H", "H", "H", "H", "H", "C", "N", "C", "C", "N", "C", "S", "H", "H", "H", "H", "H", "H", "C", "Te", "C", "C", "C", "C", "C", "C", "C", "H", "H", "H", "H", "H", "H", "H", "H", "O", "S", "O", "N", "C", "S", "C", "C", "C", "C", "C", "C", "H", "H", "H", "H", "N", "C", "C", "O", "O", "H", "H", "H", "H", "H", "B", "C", "N", "H", "H", "H"],
  "positions_angstrom": [[-0.53, -0.21, -0.53], [1.12, -2.01, -3.88], [1.07, -1.41, -2.57], [0.35, -2.21, -1.57], [0.50, -0.05, -2.55], [2.76, -1.18, -2.00], [3.70, -0.80, -2.95], [5.01, -0.60, -2.57], [5.38, -0.71, -1.23], [4.42, -1.04, -0.29], [3.11, -1.29, -0.67], [2.09, -2.09, 0.58], [2.87, -2.04, 1.81], [1.96, -3.45, 0.11], [0.81, -1.36, 0.80], [3.38, -0.71, -3.98], [5.76, -0.35, -3.31], [6.40, -0.55, -0.94], [4.66, -1.12, 0.76], [-2.17, 0.14, 1.01], [-3.18, -0.27, 1.37], [-4.47, -0.72, 1.70], [-4.77, -1.44, 2.86], [-6.07, -1.87, 3.05], [-7.06, -1.56, 2.12], [-6.75, -0.84, 0.98], [-5.45, -0.43, 0.76], [-4.00, -1.66, 3.58], [-6.32, -2.45, 3.93], [-8.07, -1.90, 2.29], [-7.50, -0.58, 0.25], [-5.18, 0.12, -0.13], [-1.97, -2.52, -4.97], [-1.86, -3.27, -3.75], [-1.40, -4.56, -3.65], [-1.33, -4.86, -2.33], [-1.78, -3.77, -1.64], [-2.04, -2.77, -2.51], [-2.61, -1.24, -2.13], [-2.35, -3.17, -5.76], [-0.99, -2.12, -5.23], [-2.67, -1.69, -4.80], [-1.17, -5.14, -4.52], [-1.02, -5.76, -1.84], [-1.68, -3.58, -0.64], [-0.63, 0.87, 3.62], [1.31, -0.05, 3.19], [1.75, 1.05, 5.07], [0.47, 1.19, 5.81], [0.42, 1.43, 7.18], [-0.80, 1.58, 7.82], [-1.98, 1.47, 7.10], [-1.93, 1.22, 5.74], [-0.71, 1.09, 5.09], [-1.44, 0.24, 3.27], [-0.68, 1.82, 3.09], [2.11, 2.04, 4.79], [2.52, 0.57, 5.67], [1.34, 1.50, 7.75], [-0.83, 1.79, 8.88], [-2.93, 1.58, 7.60], [-2.85, 1.12, 5.17], [-6.71, 1.50, -1.23], [-5.71, 1.48, -2.28], [-6.03, 0.61, -3.39], [-4.21, 1.20, -1.67], [-3.41, 2.19, -1.94], [-1.77, 2.25, -1.58], [-4.04, 3.37, -2.58], [-3.48, 4.60, -2.88], [-4.30, 5.60, -3.38], [-5.65, 5.38, -3.60], [-6.21, 4.13, -3.34], [-5.39, 3.16, -2.84], [-2.43, 4.77, -2.70], [-3.88, 6.57, -3.60], [-6.27, 6.18, -3.96], [-7.25, 3.92, -3.51], [0.92, -4.06, 2.98], [-0.08, -4.21, 1.92], [-0.90, -2.93, 1.86], [-0.86, -2.23, 2.97], [-1.62, -2.62, 0.93], [1.38, -4.95, 3.14], [-0.16, -2.64, 3.56], [1.65, -3.43, 2.65], [-0.77, -5.02, 2.19], [0.34, -4.40, 0.93], [1.84, 3.68, 0.98], [1.27, 2.35, 0.47], [0.78, 1.36, 0.11], [1.05, 4.52, 0.65], [1.91, 3.58, 2.18], [2.92, 3.86, 0.48]]
}

***

Entry 3:
{
  "formula": "C35H35BrHgN8O4PSe",
  "method": "ωB97M-V with the def2-TZVPD basis set",
  "orbital_gap_ev": [3.14, 3.41],
  "total_charge": -2,
  "e_lumo_ev": [3.585, 3.581],
  "fmax_ha_per_bohr": 0.097,
  "multiplicity": 2,
  "energy_ha": -7563.5825,
  "e_above_lowest_kcal_mol": 100.67,
  "elements": ["Hg", "O", "C", "C", "C", "C", "C", "C", "C", "O", "N", "N", "C", "C", "Br", "C", "C", "C", "C", "C", "C", "C", "H", "H", "H", "H", "H", "H", "H", "H", "H", "H", "H", "H", "H", "H", "N", "C", "C", "C", "C", "C", "C", "P", "C", "C", "C", "C", "C", "C", "C", "C", "C", "C", "C", "C", "H", "H", "H", "H", "H", "H", "H", "H", "H", "H", "H", "H", "H", "H", "H", "H", "N", "N", "C", "N", "N", "N", "O", "O", "H", "H", "H", "H", "H", "Se"],
  "positions_angstrom": [[0.55, 0.46, 0.38], [-1.40, 3.07, -4.55], [-0.84, 4.05, -3.77], [-0.89, 5.40, -4.12], [0.07, 6.28, -3.57], [0.90, 5.79, -2.54], [0.76, 4.52, -2.05], [-0.15, 3.66, -2.66], [-0.34, 2.22, -2.07], [0.04, 2.38, -0.74], [-1.72, 1.70, -2.11], [-2.04, 0.73, -1.24], [-3.28, 0.32, -1.42], [-3.87, -0.55, -0.41], [-2.64, -1.64, 0.64], [-5.21, -0.48, -0.02], [-5.84, -1.48, 0.84], [-5.40, -2.82, 0.75], [-5.97, -3.78, 1.60], [-6.97, -3.40, 2.47], [-7.43, -2.07, 2.57], [-6.76, -1.07, 1.88], [-1.94, 3.48, -5.27], [-1.48, 5.75, -4.93], [0.13, 7.35, -3.89], [1.55, 6.53, -2.07], [1.42, 4.24, -1.23], [0.28, 1.48, -2.62], [-2.16, 1.92, -3.03], [-3.87, 0.84, -2.23], [-5.77, 0.40, -0.43], [-4.73, -3.07, -0.06], [-5.52, -4.77, 1.70], [-7.51, -4.16, 3.06], [-8.15, -1.84, 3.33], [-6.92, -0.02, 2.13], [3.16, 1.32, 1.34], [4.15, 0.66, 0.67], [5.45, 1.17, 0.64], [6.56, 0.26, 0.65], [6.35, -1.11, 0.62], [5.05, -1.54, 0.21], [3.97, -0.66, 0.20], [2.28, -1.20, -0.11], [1.94, -2.83, 0.52], [1.92, -3.95, -0.29], [1.54, -5.16, 0.27], [1.27, -5.32, 1.65], [1.29, -4.17, 2.42], [1.67, -2.95, 1.85], [1.98, -1.27, -1.87], [0.98, -2.06, -2.48], [1.14, -2.30, -3.86], [2.15, -1.72, -4.62], [3.00, -0.81, -4.06], [2.89, -0.55, -2.67], [2.68, 0.86, 2.14], [3.32, 2.28, 1.57], [5.64, 2.24, 0.83], [7.56, 0.66, 0.44], [7.18, -1.84, 0.75], [4.85, -2.55, -0.25], [2.08, -3.87, -1.36], [1.43, -5.99, -0.42], [1.10, -6.29, 2.16], [1.17, -4.21, 3.47], [1.77, -2.10, 2.53], [0.16, -2.55, -1.87], [0.41, -2.92, -4.34], [2.23, -1.94, -5.67], [3.71, -0.17, -4.59], [3.51, 0.21, -2.17], [-1.18, 1.59, 1.55], [-1.42, 1.31, 2.88], [-0.39, 1.47, 3.84], [-0.96, 1.52, 5.06], [0.87, 1.08, 3.57], [1.63, 0.52, 4.54], [1.24, 0.41, 5.69], [2.74, 0.04, 4.13], [-0.98, 2.58, 1.31], [-1.94, 1.13, 0.94], [-2.20, 1.86, 3.17], [-1.59, 2.34, 5.16], [-0.24, 1.37, 5.80], [-0.02, 3.73, 3.73]]
}

***

Entry 4:
{
  "formula": "C35H35CaClGeN2O4Se",
  "method": "ωB97M-V with the def2-TZVPD basis set",
  "orbital_gap_ev": 6.92,
  "e_lumo_ev": -0.841,
  "fmax_ha_per_bohr": 0.048,
  "energy_ha": -7381.5067,
  "elements": ["Ca", "Cl", "C", "C", "C", "C", "O", "C", "C", "N", "C", "C", "C", "C", "C", "C", "C", "C", "N", "C", "C", "H", "H", "H", "H", "H", "H", "H", "H", "H", "H", "O", "C", "C", "O", "O", "C", "C", "C", "C", "C", "C", "C", "C", "C", "C", "C", "C", "H", "H", "H", "H", "H", "H", "H", "H", "H", "H", "H", "C", "Ge", "C", "C", "C", "Se", "C", "H", "H", "H", "H", "H", "H", "H", "H", "H", "H", "H", "H", "H", "H"],
  "positions_angstrom": [[0.20, 0.27, 0.05], [6.23, -0.81, -3.93], [4.97, -0.76, -2.71], [5.32, -0.46, -1.38], [4.37, -0.41, -0.40], [2.99, -0.63, -0.70], [2.10, -0.55, 0.23], [2.66, -0.95, -2.06], [1.31, -1.23, -2.53], [0.23, -1.12, -1.83], [-1.07, -1.40, -2.34], [-1.37, -1.89, -3.58], [-2.71, -2.16, -3.97], [-3.74, -1.95, -3.12], [-3.49, -1.43, -1.83], [-4.52, -1.18, -0.89], [-4.24, -0.67, 0.34], [-2.89, -0.38, 0.65], [-1.91, -0.61, -0.19], [-2.18, -1.14, -1.44], [3.68, -1.01, -3.04], [6.36, -0.26, -1.14], [4.62, -0.17, 0.62], [1.26, -1.52, -3.58], [-0.58, -2.10, -4.28], [-2.89, -2.56, -4.96], [-4.76, -2.17, -3.42], [-5.55, -1.40, -1.18], [-5.01, -0.48, 1.07], [-2.62, 0.07, 1.60], [3.42, -1.26, -4.06], [0.81, 1.69, -1.49], [1.23, 2.94, -0.84], [0.58, 2.95, 0.60], [1.00, 3.75, 1.42], [-0.39, 2.11, 0.74], [2.77, 2.96, -0.89], [3.59, 3.18, 0.22], [4.97, 3.14, 0.07], [5.55, 2.89, -1.16], [4.74, 2.68, -2.27], [3.36, 2.73, -2.13], [0.65, 4.13, -1.61], [0.02, 3.97, -2.83], [-0.45, 5.08, -3.53], [-0.30, 6.35, -3.01], [0.33, 6.51, -1.78], [0.81, 5.41, -1.09], [1.55, 1.38, -2.03], [3.14, 3.38, 1.18], [5.60, 3.31, 0.94], [6.63, 2.86, -1.26], [5.18, 2.48, -3.24], [2.74, 2.61, -3.01], [-0.12, 2.98, -3.24], [-0.94, 4.94, -4.49], [-0.67, 7.22, -3.54], [0.45, 7.50, -1.35], [1.31, 5.53, -0.13], [-1.61, 0.99, 6.87], [-0.31, 1.23, 5.47], [1.48, 0.99, 6.16], [-0.48, 2.94, 4.58], [-0.67, -0.19, 4.16], [0.75, -0.34, 2.84], [0.69, -2.27, 2.61], [-1.48, 1.73, 7.67], [-1.50, -0.01, 7.30], [-2.62, 1.09, 6.47], [1.74, 1.79, 6.84], [2.19, 0.99, 5.33], [1.57, 0.03, 6.69], [-0.08, 3.73, 5.22], [-1.53, 3.16, 4.37], [0.07, 2.95, 3.64], [-1.61, 0.02, 3.65], [-0.76, -1.15, 4.67], [0.94, -2.76, 3.54], [1.44, -2.52, 1.85], [-0.29, -2.58, 2.27]]
}